(1)
Below is 2 unconnected molecules or ions with the total composition C14H23N2 in a non-equilibrium geometry, with properties calculated with ωB97M-V/def2-TZVPD.

XYZ file:
```
39
Properties=species:S:1:pos:R:3:mulliken_charge:R:1
C 0.077 -0.367 2.219 -1.3361
N -1.076 -0.460 1.354 0.3614
C -1.898 -1.679 1.464 -0.4810
C -3.360 -1.239 1.412 -0.6022
C -3.383 0.298 1.370 -0.6017
C -1.908 0.770 1.357 -0.3156
H 0.724 0.392 1.783 0.4190
H -0.084 -0.044 3.278 0.4108
H 0.614 -1.325 2.230 0.4314
H -1.684 -2.373 0.631 0.0842
H -1.660 -2.228 2.394 0.3937
H -3.830 -1.614 0.507 0.2805
H -3.904 -1.612 2.280 0.2954
H -3.877 0.641 0.452 0.2997
H -3.900 0.730 2.242 0.2965
H -1.674 1.418 2.247 0.3349
H -1.716 1.406 0.458 -0.0915
C -0.143 -2.218 -2.171 -0.7474
N 0.381 -0.877 -1.921 0.2119
C 0.693 -0.102 -3.127 -0.7082
C 0.753 -0.558 -0.699 -0.9039
C 1.565 0.600 -0.433 -0.0538
C 1.153 1.920 -0.715 0.0729
C 2.090 2.946 -0.608 -0.8156
C 3.415 2.660 -0.238 -0.3605
C 3.784 1.364 0.135 -0.7650
C 2.834 0.344 0.117 0.2149
H -0.535 -2.240 -3.193 0.3232
H 0.653 -2.980 -2.088 0.3436
H -0.931 -2.450 -1.436 0.2002
H 0.403 -0.724 -3.982 0.3278
H 0.117 0.832 -3.139 0.2970
H 1.768 0.113 -3.212 0.3265
H 0.659 -1.354 0.045 0.8509
H 0.116 2.115 -1.004 0.3883
H 1.777 3.975 -0.769 0.4167
H 4.157 3.457 -0.225 0.4084
H 4.786 1.137 0.506 0.3985
H 3.045 -0.675 0.479 0.3945
```

Its HOMO-LUMO gap is 7.6 eV. The calculation puts the LUMO energy at -0.1447 Ha. The charge is +1.

***

(2)
Below is a molecular structure, C14H23N2PReS in a non-equilibrium geometry, with properties calculated with ωB97M-V/def2-TZVPD.

XYZ file:
```
42
Properties=species:S:1:pos:R:3:lowdin_spin:R:1
C 0.354 3.427 -1.535 0.0072
C -0.920 2.981 -1.212 0.0003
C -1.102 1.816 -0.438 0.0160
C 0.013 1.073 -0.056 0.0207
C 1.297 1.547 -0.339 0.0087
C 1.464 2.720 -1.088 0.0006
C -2.529 1.435 -0.142 0.0018
C -2.879 -0.025 0.202 0.0111
N -1.935 -1.030 -0.409 0.0036
Re -0.199 -0.994 1.087 1.5977
C 2.477 0.799 0.207 0.0240
P 1.959 -0.977 0.638 0.0748
H -1.805 3.525 -1.558 0.0001
H 2.479 3.046 -1.312 0.0003
H 0.473 4.342 -2.120 0.0003
H 2.873 1.241 1.136 0.0002
H 3.318 0.738 -0.499 0.0016
H -2.900 2.044 0.694 0.0004
H -3.137 1.734 -1.007 0.0000
H -2.891 -0.204 1.292 0.0030
C 3.204 -1.367 1.912 0.0206
C 2.607 -1.808 -0.860 0.0075
H -3.884 -0.289 -0.184 0.0011
C -1.626 -0.693 -1.850 0.0072
C -2.586 -2.377 -0.343 0.0286
H -0.074 -1.361 3.955 0.0173
H -2.226 -1.353 -2.480 0.0007
H -1.941 0.330 -2.079 0.0002
H -0.558 -0.812 -2.066 0.0027
H -2.894 -2.666 -1.350 0.0016
H -1.907 -3.131 0.068 0.0167
H -3.492 -2.323 0.268 0.0000
H 3.701 -1.797 -0.880 -0.0002
H 2.257 -2.844 -0.849 0.0039
H 2.207 -1.307 -1.747 0.0001
H 4.212 -1.358 1.470 0.0013
H 3.161 -0.639 2.734 0.0005
H 3.001 -2.371 2.308 -0.0005
H 0.426 -2.102 -0.283 0.0748
S -0.018 1.813 3.112 0.7719
C 0.084 0.267 2.630 0.1534
N -0.065 -1.050 2.973 0.1185
```

Its HOMO-LUMO gap (spin up / spin down) is 6.8 / 5.1 eV. The spin multiplicity is 4. The calculation puts the LUMO energy (spin up / spin down) at -0.2976 / -0.3715 Ha. Its expectation value of S² is 3.78. The charge is +2.

***

(3)
Below is a molecular structure, C14H24AgF6O6 in a non-equilibrium geometry, with properties calculated with ωB97M-V/def2-TZVPD.

XYZ file:
```
51
Properties=species:S:1:pos:R:3:lowdin_spin:R:1
Ag -0.165 -1.322 0.239 0.0350
C -0.079 1.838 2.230 0.0022
O -1.162 2.675 2.014 0.0004
O -0.569 0.631 1.818 0.0018
C 1.214 2.512 1.695 0.0026
F 1.197 2.851 0.412 0.0006
F 1.598 3.631 2.368 0.0010
F 2.243 1.719 1.877 0.0123
C -1.236 3.971 2.734 0.0004
C -2.436 4.845 2.260 0.0001
H -2.247 5.380 1.329 0.0000
H -3.304 4.196 2.142 0.0000
H -2.549 5.562 3.072 0.0000
H -0.348 4.597 2.647 0.0000
H -1.265 3.828 3.815 0.0001
H 0.106 1.796 3.303 0.0009
C -2.926 -0.866 -1.516 0.0002
O -1.745 -1.747 -1.523 0.0025
O -2.828 -0.228 -0.266 0.0012
C -3.244 -0.135 -2.850 0.0002
F -3.709 -0.828 -3.847 0.0003
F -3.994 0.917 -2.738 0.0001
F -2.121 0.342 -3.398 0.0002
C -1.887 -2.917 -2.380 0.0016
C -0.478 -3.490 -2.439 0.0229
H 0.106 -2.726 -2.952 0.0011
H -0.086 -3.608 -1.429 0.0098
H -0.442 -4.388 -3.056 0.0036
H -2.226 -2.781 -3.407 0.0003
H -2.446 -3.662 -1.814 0.0016
H -3.764 -1.545 -1.357 0.0001
C 1.153 -2.566 3.620 0.1115
C 2.173 -2.450 2.504 0.1481
O 1.831 -2.102 1.360 0.0841
C 3.607 -2.961 2.616 0.2873
H 1.766 -2.521 4.520 0.0214
H 0.637 -3.518 3.495 0.0435
H 0.425 -1.755 3.629 0.0021
H 4.181 -2.138 2.189 0.0193
H 3.795 -3.768 1.908 0.0890
H 3.945 -3.108 3.642 0.0600
C 0.863 0.178 -3.696 0.0041
C 1.635 0.138 -2.380 0.0033
O 1.471 -0.737 -1.542 0.0109
C 2.639 1.240 -2.213 0.0064
H 0.588 1.214 -3.891 0.0002
H -0.013 -0.470 -3.690 0.0002
H 1.541 -0.163 -4.478 0.0018
H 2.282 2.084 -2.805 0.0004
H 3.576 0.857 -2.615 0.0033
H 2.697 1.496 -1.155 0.0006
```

Its HOMO-LUMO gap (spin up / spin down) is 2.1 / 6.2 eV. The spin multiplicity is 2. The calculation puts the LUMO energy (spin up / spin down) at 0.1761 / 0.1734 Ha. Its expectation value of S² is 0.75. The charge is -2.

***

(4)
Below is a single C14H24B2N2O6S2 molecule in a non-equilibrium geometry, with properties calculated with ωB97M-V/def2-TZVPD.

XYZ file:
```
50
Properties=species:S:1:pos:R:3:mulliken_charge:R:1
C 1.992 -2.609 1.834 -0.7619
N 2.485 -2.707 0.425 -0.2098
C 2.584 -4.198 0.157 -0.9478
B 1.539 -2.069 -0.553 0.5309
O 0.301 -2.811 -0.820 -0.5010
C 1.813 -0.675 -1.347 0.5575
S 1.445 -1.206 -3.134 -0.2016
O 3.161 -0.139 -1.422 -0.3869
S 3.008 1.333 -2.282 1.1755
O 3.934 2.400 -1.721 -0.5842
O 3.445 1.290 -3.739 -0.5977
O 1.342 1.567 -2.067 -0.4816
C 0.935 0.637 -0.974 0.9530
C -0.683 0.526 -1.172 -0.7254
C -1.488 0.623 0.212 0.3873
C -3.005 0.069 0.121 0.2853
C -4.020 0.757 1.114 -0.3760
C -5.518 0.349 1.221 -0.5157
C -5.986 -0.816 0.284 -0.3342
C -4.998 -1.506 -0.725 -0.5710
C -3.484 -1.070 -0.811 -0.2042
B 1.424 1.523 0.346 0.4383
O 1.780 0.894 1.599 -0.6288
N 1.548 3.017 0.231 -0.0162
C 2.689 3.533 1.086 -0.9519
C 0.325 3.708 0.801 -0.9207
H 2.660 -3.291 2.492 0.3372
H 2.093 -1.552 2.251 0.0043
H 0.935 -3.046 1.903 0.3171
H 2.416 -4.457 -0.944 0.2999
H 1.776 -4.724 0.797 0.3003
H 3.587 -4.639 0.496 0.2718
H -0.478 -2.324 -0.473 0.2732
H 0.124 -1.629 -3.183 0.1770
H -0.921 -0.456 -1.702 -0.2871
H -0.976 1.364 -1.915 0.2387
H -0.997 0.009 1.065 0.1704
H -1.598 1.737 0.506 0.0656
H -3.650 1.594 1.797 0.2426
H -6.179 0.876 1.983 0.3245
H -7.068 -1.159 0.355 0.3088
H -5.381 -2.369 -1.385 0.2971
H -2.731 -1.547 -1.517 0.1920
H 0.977 0.571 2.062 0.3292
H 2.774 4.657 0.861 0.2922
H 2.352 3.437 2.176 0.3148
H 3.672 3.002 0.846 0.2665
H 0.566 4.784 1.138 0.3483
H -0.012 3.089 1.706 0.2667
H -0.511 3.653 0.023 0.2375
```

Its HOMO-LUMO gap is 9.0 eV. The calculation puts the LUMO energy at -0.0029 Ha. As for the structure (SMILES): CN(C)B(O)[C@]1(S)OS(=O)(=O)O[C@]1(CCc1ccccc1)B(O)N(C)C. The charge is 0.

***

(5)
Below is a molecular structure, C14H24ClN5O6V in a non-equilibrium geometry, with properties calculated with ωB97M-V/def2-TZVPD.

XYZ file:
```
51
Properties=species:S:1:pos:R:3:lowdin_spin:R:1
O -0.516 -1.360 -3.826 0.0093
H -0.504 -1.046 -4.747 0.0015
V 0.243 0.236 -0.416 1.8013
N 1.471 -1.427 -0.715 0.1272
N -0.978 -1.617 -0.288 -0.1609
N 0.341 2.305 -0.451 -0.0170
N -1.479 1.049 0.573 0.0248
O 2.715 -1.249 -0.610 0.2250
O 1.468 2.976 -0.959 -0.0036
O -2.420 0.352 1.249 0.0112
O -2.147 -1.871 0.277 -0.1099
C -0.402 -2.768 -0.738 0.0830
C 0.930 -2.606 -1.159 -0.1087
C -0.485 3.106 0.227 0.0467
C -1.499 2.366 0.879 0.0173
C 1.686 -3.565 -2.009 -0.0225
H 1.423 -3.400 -3.066 -0.0087
H 1.422 -4.597 -1.748 -0.0020
H 2.761 -3.403 -1.881 -0.0016
C -1.167 -4.031 -0.614 0.0172
H -2.144 -3.952 -1.102 0.0043
H -1.342 -4.281 0.443 0.0056
H -0.623 -4.862 -1.065 0.0000
C -0.211 4.544 0.426 0.0079
C -2.396 2.926 1.910 0.0023
H 0.311 4.975 -0.434 0.0007
H 0.406 4.686 1.328 0.0034
H -1.160 5.071 0.585 0.0008
H -3.014 2.142 2.353 -0.0001
H -3.036 3.699 1.475 0.0011
H -1.801 3.403 2.698 0.0006
H 2.001 2.274 -1.386 0.0011
H -2.377 -0.652 0.814 0.0004
C -2.202 0.043 -2.639 0.7701
H -2.012 -0.896 -3.098 0.0480
H -1.596 0.911 -2.858 0.0547
H -2.876 0.179 -1.797 0.0519
O 0.798 0.434 -2.145 0.0425
H 0.066 -0.765 -3.267 0.0022
H 0.450 1.269 -2.481 0.0080
Cl 3.975 1.889 3.193 -0.0023
C 2.714 0.777 2.861 -0.0011
C 2.356 -0.219 3.771 0.0188
C 1.289 -1.061 3.458 -0.0029
C 0.600 -0.866 2.273 0.0178
N 1.004 0.053 1.383 0.0058
C 2.041 0.872 1.647 0.0252
H 2.911 -0.315 4.693 0.0010
H 0.964 -1.881 4.095 -0.0005
H -0.271 -1.448 1.993 0.0003
H 2.312 1.602 0.895 0.0027
```

Its HOMO-LUMO gap (spin up / spin down) is 5.3 / 5.0 eV. The spin multiplicity is 4. The calculation puts the LUMO energy (spin up / spin down) at -0.0376 / -0.0501 Ha. Its expectation value of S² is 4.01. The charge is 0.